The following is a DFT calculation (ωB97M-V/def2-TZVPD) of a molecular structure, C61H90F18N12O14S6 in a non-equilibrium geometry.

Last column: Löwdin charge in e.
Element x y z (Å)
C (16.94857, 17.34871, -3.29145)  -0.088
C (16.28932, 18.46777, -4.11350)  -0.211
C (16.19434, 19.62286, -3.08302)  -0.079
N (15.90041, 21.03643, -3.73182)  -0.254
C (16.09069, 22.08216, -2.63727)  -0.111
C (15.18677, 21.88148, -1.42003)  -0.182
C (13.69941, 21.84697, -1.72190)  -0.169
C (13.40714, 20.94601, -2.96488)  -0.128
C (14.40219, 21.04463, -4.19344)  -0.054
C (16.79134, 21.51155, -4.85603)  0.004
H (17.82848, 17.66738, -2.73259)  0.087
H (17.20411, 16.48869, -3.91045)  0.078
H (16.13062, 16.95482, -2.68820)  0.083
H (15.35836, 18.20995, -4.61842)  0.109
H (16.90097, 18.79092, -4.95585)  0.098
H (17.21154, 19.90300, -2.80930)  0.131
H (15.50423, 19.58645, -2.24010)  0.118
H (17.12407, 22.16733, -2.30114)  0.143
H (15.76561, 23.03680, -3.05089)  0.142
H (15.41505, 21.00966, -0.80690)  0.113
H (15.33688, 22.69336, -0.70839)  0.133
H (13.27583, 21.38243, -0.83146)  0.118
H (13.17511, 22.79980, -1.79501)  0.121
H (13.33622, 19.94201, -2.54649)  0.105
H (12.41379, 21.11239, -3.38164)  0.118
H (14.19512, 20.31168, -4.97319)  0.124
H (14.39874, 22.00789, -4.70357)  0.124
H (16.70482, 20.82707, -5.69989)  0.099
H (17.84647, 21.61111, -4.60129)  0.115
H (16.52540, 22.51691, -5.18259)  0.112
C (31.03402, 14.11658, -5.75059)  0.080
N (30.47642, 12.88277, -6.43264)  -0.072
C (29.34905, 12.95369, -7.17406)  0.044
C (28.79085, 11.80073, -7.74913)  0.029
C (29.40639, 10.57709, -7.66606)  -0.105
C (30.62532, 10.57604, -6.91270)  0.087
C (31.11041, 11.73709, -6.29195)  0.021
C (28.80234, 9.41419, -8.42463)  -0.074
C (27.92452, 9.64902, -9.54082)  0.048
C (27.26234, 8.57738, -9.97706)  -0.017
N (27.43580, 7.32543, -9.51101)  -0.063
C (28.42306, 7.08224, -8.57738)  0.073
C (29.11950, 8.12717, -7.94135)  0.080
C (26.66484, 6.20760, -10.07789)  0.032
H (31.51247, 13.79556, -4.82531)  0.119
H (30.27274, 14.88776, -5.63295)  0.109
H (31.68844, 14.52435, -6.52102)  0.118
H (28.82329, 13.89440, -7.24507)  0.152
H (27.85534, 11.95904, -8.26503)  0.126
H (31.15046, 9.63988, -6.79340)  0.126
H (32.05489, 11.76297, -5.76882)  0.162
H (27.83427, 10.60055, -10.04367)  0.138
H (26.51151, 8.61390, -10.75252)  0.156
H (28.62048, 6.04170, -8.36598)  0.152
H (29.76918, 8.01919, -7.08540)  0.133
H (27.10429, 5.90092, -11.02707)  0.118
H (25.61768, 6.39833, -10.31278)  0.116
H (26.75330, 5.33629, -9.42897)  0.111
C (20.27096, 2.69778, 12.21993)  0.019
N (19.74084, 3.03299, 10.92796)  -0.100
C (19.01389, 2.12997, 10.30777)  0.058
C (18.44498, 2.48258, 9.04825)  0.098
C (18.68379, 3.78216, 8.49547)  -0.092
C (19.52014, 4.65869, 9.22958)  0.049
C (20.00974, 4.27718, 10.45125)  0.026
C (18.14648, 4.03492, 7.11396)  -0.110
C (18.87341, 4.74908, 6.15067)  0.049
C (18.25852, 5.03972, 4.90991)  0.072
N (16.86276, 4.81664, 4.70240)  -0.064
C (16.16605, 4.05538, 5.62102)  0.039
C (16.81939, 3.65448, 6.76884)  0.049
C (16.14029, 5.30080, 3.43710)  0.062
H (20.02265, 1.67456, 12.50182)  0.115
H (19.90406, 3.39532, 12.97286)  0.129
H (21.35478, 2.58216, 12.22791)  0.126
H (18.95410, 1.16832, 10.79567)  0.162
H (17.86598, 1.76457, 8.48646)  0.137
H (19.75111, 5.69543, 9.03403)  0.138
H (20.76177, 4.78429, 11.03750)  0.159
H (19.90190, 5.06049, 6.25852)  0.133
H (18.71622, 5.59588, 4.10518)  0.142
H (15.12760, 3.94675, 5.34495)  0.148
H (16.23214, 3.21741, 7.56289)  0.136
H (15.11699, 4.92690, 3.40298)  0.104
H (16.83767, 5.11760, 2.61967)  0.110
H (16.04352, 6.36198, 3.66653)  0.107
C (15.05320, 1.68691, -8.75027)  0.046
N (13.68585, 2.28012, -8.66491)  -0.055
C (13.09520, 2.67235, -7.46347)  0.064
C (11.91508, 3.34491, -7.47170)  0.015
C (11.19751, 3.48663, -8.63398)  -0.111
C (11.73497, 2.97615, -9.86527)  0.067
C (12.97191, 2.36779, -9.83914)  0.031
C (9.82479, 4.17245, -8.56366)  -0.091
C (8.58202, 3.61924, -9.05926)  0.076
C (7.40924, 4.28482, -8.78980)  0.043
N (7.47211, 5.55908, -8.29805)  -0.092
C (8.62666, 6.25488, -8.05456)  0.059
C (9.80060, 5.49460, -8.12553)  0.033
C (6.29604, 6.34423, -8.17358)  0.005
H (15.76039, 2.03737, -9.50205)  0.121
H (14.73954, 0.66173, -8.94701)  0.118
H (15.56460, 1.63347, -7.78917)  0.113
H (13.68521, 2.44734, -6.58731)  0.157
H (11.50328, 3.76025, -6.56379)  0.144
H (11.21534, 3.24841, -10.77205)  0.137
H (13.44585, 1.92147, -10.70087)  0.156
H (8.64390, 2.65855, -9.54879)  0.139
H (6.48919, 3.86797, -9.17210)  0.165
H (8.60871, 7.30146, -7.78855)  0.154
H (10.73165, 5.94533, -7.81507)  0.134
H (5.42724, 5.87806, -7.70885)  0.129
H (6.15367, 6.62453, -9.21726)  0.131
H (6.42162, 7.23429, -7.55703)  0.113
C (12.21998, 14.17053, -14.02109)  0.015
N (13.60222, 13.90094, -13.43527)  -0.341
C (13.84776, 15.05515, -12.41813)  0.039
C (13.46742, 12.55826, -12.72278)  0.004
C (14.67909, 13.81652, -14.52594)  -0.071
C (15.27183, 15.06538, -15.26084)  -0.142
O (14.14911, 15.89489, -15.73223)  -0.077
H (12.27661, 13.44358, -14.83129)  0.105
H (12.20719, 15.16368, -14.47008)  0.102
H (11.39399, 14.10953, -13.31248)  0.116
H (14.72359, 14.69404, -11.87904)  0.100
H (13.13900, 15.07184, -11.59018)  0.107
H (13.95207, 16.00053, -12.95055)  0.111
H (14.32753, 12.26500, -12.12085)  0.107
H (13.42179, 11.85727, -13.55623)  0.107
H (12.58387, 12.48222, -12.08902)  0.110
H (14.14105, 13.16750, -15.21687)  0.125
H (15.43994, 13.19357, -14.05567)  0.133
H (15.79749, 14.82779, -16.18568)  0.134
H (15.95054, 15.62767, -14.61954)  0.118
H (14.23409, 16.02250, -16.67991)  0.098
C (27.01661, 3.07769, 3.23020)  0.014
N (27.47785, 2.44257, 4.54881)  -0.328
C (26.91635, 1.02099, 4.65599)  0.035
C (28.99495, 2.43913, 4.73756)  0.028
C (26.86271, 3.19806, 5.74739)  -0.072
C (27.22666, 4.74780, 5.64652)  -0.221
O (26.31878, 5.51163, 4.89085)  -0.065
H (27.12632, 2.48061, 2.32491)  0.110
H (27.39271, 4.05307, 2.92153)  0.111
H (25.93358, 3.19881, 3.25166)  0.107
H (27.41544, 0.61309, 3.77700)  0.109
H (25.83262, 0.98989, 4.54344)  0.115
H (27.27163, 0.65296, 5.61850)  0.112
H (29.49743, 3.40367, 4.66493)  0.105
H (29.43395, 1.87813, 3.91254)  0.113
H (29.24512, 1.96471, 5.68648)  0.116
H (27.04191, 2.75830, 6.72851)  0.138
H (25.78885, 3.30872, 5.59676)  0.126
H (28.24086, 4.96415, 5.31083)  0.119
H (27.02870, 5.14882, 6.64055)  0.124
H (26.80026, 6.15679, 4.36783)  0.106
C (18.61418, 6.87572, -5.47965)  -0.616
F (18.23340, 7.16301, -4.23210)  0.108
F (17.48486, 6.30663, -5.94999)  0.081
F (18.84842, 7.98651, -6.20486)  0.117
S (20.12557, 5.61650, -5.46740)  0.690
O (20.12785, 4.98027, -6.75744)  -0.323
O (21.33852, 6.45586, -5.24514)  -0.323
N (19.52625, 4.48930, -4.27075)  -0.294
S (20.87089, 3.99877, -3.84944)  0.500
O (21.70602, 3.53746, -4.98004)  -0.334
O (21.44728, 4.88648, -2.82335)  -0.336
C (20.42793, 2.34074, -2.86745)  -0.572
F (19.94759, 1.43251, -3.75090)  0.105
F (21.60046, 1.93169, -2.29434)  0.096
F (19.51801, 2.58663, -1.90021)  0.100
C (17.63730, -4.80806, 3.99423)  -0.735
F (17.10773, -6.02831, 4.02060)  0.148
F (18.85087, -4.82566, 3.35256)  0.097
F (16.87142, -4.03630, 3.38896)  0.205
S (17.90769, -4.15245, 5.76066)  0.717
O (19.05863, -4.95576, 6.24313)  -0.332
O (18.23569, -2.72664, 5.58293)  -0.372
N (16.29864, -4.43370, 6.42167)  -0.322
S (16.49826, -5.46785, 7.53492)  0.590
O (16.25958, -6.89177, 7.12225)  -0.346
O (17.63891, -5.15857, 8.43721)  -0.362
C (14.78984, -5.03120, 8.53043)  -0.670
F (14.56779, -3.73507, 8.47146)  0.114
F (13.73942, -5.68770, 7.98548)  0.112
F (14.97356, -5.35229, 9.77255)  0.157
C (30.67584, 11.63489, 2.62876)  -0.552
F (31.92425, 11.96598, 2.23822)  0.129
F (30.59760, 11.22779, 3.92295)  0.110
F (29.77173, 12.65328, 2.43325)  0.091
S (30.13175, 10.18138, 1.42540)  0.682
O (30.73309, 10.53582, 0.16841)  -0.335
O (30.69248, 8.86518, 1.84308)  -0.346
N (28.40242, 10.27126, 1.48126)  -0.324
S (27.91613, 10.56337, 0.03249)  0.555
O (28.50012, 11.71173, -0.63481)  -0.355
O (27.92997, 9.33375, -0.81846)  -0.365
C (26.08380, 11.12225, 0.23586)  -0.727
F (25.57316, 11.17183, -0.94841)  0.170
F (25.41540, 10.20128, 0.92332)  0.114
F (26.03032, 12.21771, 0.96032)  0.154

Summary:
Energy relative to the best compared isomer or geometry (same formula, charge and spin) ... 190.3 kcal per mole
LUMO level ... -0.40576 Eh
Charge ... +6
Electronic energy ... -225116.036 eV
Highest occupied orbital energy ... -12.3865 eV
Orbital gap ... 1.345 eV